Below is a molecular structure, C45H50BaF3N6S, with properties calculated with ωB97M-V/def2-TZVPD.

Structure (XYZ):
```
106
Properties=species:S:1:pos:R:3:forces:R:3
Ba 0.064617 0.826659 -1.015430 0.57 -0.65 0.21
S 1.373362 5.268637 -3.367690 0.02 0.01 -0.03
F -6.600225 -2.049094 1.383912 -0.01 0.02 -0.04
F -7.328693 -0.336862 0.275722 0.01 -0.04 0.00
F -6.999465 -2.220352 -0.738548 0.00 0.02 0.03
N -0.103152 -2.640611 -0.244752 -0.12 -0.04 -0.06
N 1.390297 2.971960 -2.191735 0.00 0.25 -0.13
N 0.093222 1.297318 1.693261 0.05 0.09 0.10
N -2.510771 -0.244601 -0.708836 -0.20 0.03 0.01
N -0.479429 2.163658 3.796921 0.01 0.00 -0.01
N 2.358813 -1.579263 -0.993130 0.06 -0.01 0.05
C -1.385841 -3.245390 -0.082818 0.02 -0.02 -0.01
C 4.166992 -0.473554 0.198154 0.00 0.00 -0.05
C -0.884454 3.948417 -2.414948 0.00 0.02 -0.02
C 0.556502 0.051999 4.658941 0.00 -0.02 0.01
C -2.931628 5.201233 -2.695589 0.02 0.00 0.00
C -3.464430 -0.235327 -1.643350 0.00 -0.02 0.01
C -6.518076 -1.404387 0.211779 -0.01 0.00 0.00
C -4.134040 -0.978667 0.885426 0.00 -0.04 -0.01
C 5.256028 4.189297 -3.182220 0.00 0.00 0.01
C -5.102670 -0.988257 -0.100394 0.02 -0.02 0.02
C 2.240170 -2.790390 -0.624368 -0.05 0.03 -0.04
C 3.678251 -1.030097 -0.985581 -0.06 0.05 0.02
C -3.476026 -3.988897 -0.975152 0.00 0.02 0.01
C 3.373927 -3.696765 -0.225931 0.00 -0.01 -0.01
C 0.680202 1.557739 4.447225 -0.01 0.01 0.00
C 0.772174 -4.877386 -0.828969 0.01 -0.02 -0.01
C 2.903902 4.508312 -3.134229 0.00 0.01 0.02
C 4.430282 -1.045297 -2.160393 0.02 0.00 0.00
C -1.413002 2.903264 4.649372 0.03 0.02 0.00
C -4.770864 -0.608708 -1.391119 0.01 0.03 -0.02
C 2.719181 3.284996 -2.482529 -0.01 -0.04 0.01
C 3.340775 -0.505295 1.454765 -0.03 0.02 0.03
C 5.715859 -0.518316 -2.118922 -0.02 -0.03 -0.02
C -2.915824 3.053918 -1.622022 -0.01 -0.06 0.01
C -3.880659 -4.375402 0.293908 -0.01 0.00 -0.01
C 0.583368 3.922640 -2.591419 -0.08 0.00 0.01
C -1.566719 5.085661 -2.869681 -0.05 0.01 0.00
C 5.088335 2.967051 -2.526355 0.00 -0.01 0.00
C -1.923413 2.595083 1.869412 0.02 0.03 -0.03
C -2.848224 -0.611593 0.526527 0.00 0.05 -0.01
C 4.164037 4.973751 -3.492111 0.00 0.00 -0.01
C 5.451048 0.059061 0.195376 0.01 -0.03 0.01
C 3.863088 -1.629462 -3.423551 -0.01 -0.01 -0.01
C -1.532493 2.865205 -1.781556 -0.17 0.30 -0.12
C 0.864303 -3.399487 -0.564151 0.03 0.09 0.00
C -1.764847 -3.035362 -2.563201 -0.01 0.01 -0.01
C -3.033027 -4.186943 1.373662 0.02 0.02 0.02
C -2.223674 -3.423668 -1.185895 0.02 0.01 0.04
C 3.834498 2.505957 -2.173360 0.00 -0.02 0.01
C -0.698218 1.972620 2.477262 -0.04 -0.02 -0.01
C -0.854990 -3.389495 2.371537 0.01 -0.01 0.02
C -2.411204 2.009138 5.371676 -0.01 -0.01 0.00
C 6.228623 0.023658 -0.950839 0.01 0.01 0.02
C -3.611518 4.175386 -2.053674 0.00 0.00 -0.01
C -1.777253 -3.613621 1.205017 -0.03 -0.02 -0.01
H -5.506227 -0.600866 -2.183713 -0.01 -0.01 0.01
H -3.132481 2.614502 5.921040 0.01 0.00 0.01
H -0.455946 -2.371594 2.366289 -0.01 0.00 0.00
H -1.329271 -2.033383 -2.568004 0.00 0.00 0.00
H 4.273033 -3.136005 0.012338 0.00 0.01 -0.01
H 5.956910 2.370426 -2.288252 0.00 0.00 0.00
H -4.681010 4.252307 -1.892551 0.00 0.00 0.00
H 3.755312 0.166452 2.205652 0.00 0.00 0.00
H 3.092516 -4.309612 0.630479 0.01 0.00 0.01
H 3.305719 -1.509032 1.888201 0.02 0.00 0.00
H -3.169409 0.092633 -2.633350 0.00 0.01 0.01
H 0.804230 2.058305 5.406340 -0.01 -0.01 0.01
H -2.051338 -0.612256 1.264166 0.00 0.01 -0.01
H -3.347598 -4.484329 2.367319 0.00 0.00 -0.01
H 7.232702 0.427148 -0.935607 -0.01 0.00 0.00
H -0.816284 3.459738 5.373122 0.00 0.01 0.01
H 2.303682 -0.223328 1.261487 0.02 -0.02 -0.02
H -0.252262 -5.185390 -1.017467 0.00 0.01 0.00
H -0.268335 -0.179897 5.331780 0.00 0.00 -0.01
H -4.138890 -4.130505 -1.821022 0.00 0.00 0.01
H -2.835104 2.325844 2.402883 0.01 -0.02 0.01
H -3.455303 6.080151 -3.047459 0.00 0.00 0.00
H 4.555962 -1.500639 -4.252819 0.00 0.00 0.00
H -0.997607 -3.715935 -2.941402 0.00 0.00 0.01
H -2.595686 -3.050269 -3.267201 0.00 -0.01 0.00
H 3.611812 -4.380011 -1.045008 -0.01 0.00 0.01
H 5.846050 0.492028 1.106568 0.00 0.00 -0.01
H 1.579498 1.795604 3.870662 -0.01 0.00 -0.02
H 3.726589 1.557019 -1.661611 -0.01 0.02 -0.01
H 6.249991 4.524917 -3.445825 0.00 0.00 0.00
H -2.014075 2.296925 0.828445 0.00 -0.01 0.00
H -3.506217 2.288911 -1.119607 0.01 0.00 0.00
H 4.284226 5.923335 -3.996135 -0.01 0.00 0.00
H -2.959763 1.384925 4.663987 -0.01 0.01 0.00
H -1.914087 1.353369 6.086867 0.00 0.00 -0.01
H -4.857401 -4.817970 0.440212 0.01 0.00 0.00
H -1.045274 5.899402 -3.361276 0.02 -0.01 0.00
H 1.395230 -5.150393 -1.681569 -0.01 0.00 0.00
H 0.378345 -0.471227 3.718814 0.01 -0.01 0.01
H 6.317242 -0.530480 -3.019940 0.00 0.00 0.00
H 0.914840 0.975197 2.195531 -0.05 -0.05 0.01
H -1.834127 3.682792 1.879713 -0.02 0.00 0.00
H -1.929471 3.648357 4.050300 -0.01 -0.03 -0.01
H 1.138597 -5.443540 0.030276 0.00 0.01 0.00
H 2.918464 -1.151089 -3.691901 0.00 0.00 0.01
H 0.004723 -4.064133 2.342723 0.00 0.01 -0.01
H 1.472993 -0.342977 5.098787 0.00 0.01 0.00
H 3.659771 -2.697804 -3.319627 0.01 0.00 0.00
H -1.374596 -3.557569 3.313870 0.00 0.00 -0.01
H -4.357700 -1.280121 1.898087 -0.01 0.00 0.00
```
Positions in Å, forces in eV/Å.

## Properties
LUMO energy: -2.30 eV
HOMO level: -9.79 eV
Net charge: +1
Gap between HOMO and LUMO: 7.49 eV
E: -76097.251 eV